# 1
Entry from the OMol25 dataset: an isolated molecule of C7H11N3 in a non-equilibrium geometry (ωB97M-V/def2-TZVPD).

The geometry in XYZ format:
```
21
Properties=species:S:1:pos:R:3:nbo_charge:R:1
C -0.114 -2.485 1.075 0.18
C 0.783 -0.167 -1.400 -0.42
C 0.617 1.335 -0.983 -0.22
C -0.927 0.074 0.269 -0.23
C 0.823 1.377 1.380 -0.41
C -0.508 -0.812 -0.887 -0.29
C -0.245 -2.268 -0.338 0.20
N 0.237 -2.872 2.098 -0.26
N -0.099 1.292 0.285 -0.44
N -0.244 -3.296 -1.125 -0.54
H 1.159 -0.247 -2.437 0.23
H 1.464 -0.683 -0.806 0.20
H 1.537 1.822 -0.711 0.20
H 0.155 2.001 -1.732 0.20
H -2.086 0.182 0.094 0.21
H -0.717 -0.469 1.303 0.21
H 0.352 1.231 2.299 0.20
H 1.208 2.369 1.421 0.20
H -1.245 -1.051 -1.694 0.24
H 1.638 0.677 1.343 0.16
H -0.255 -4.214 -0.683 0.36
```

Calculated values
Highest occupied orbital energy (eV): -8.787
Max |F| (eV/Å): 2.8
Net charge: 0
Lowest unoccupied orbital energy (eV): -0.1
Relative energy (zero: lowest compared OMol25 entry of this formula, charge and spin) (eV): 1.470
SMILES string: [H]/N=C(\C#N)[C@@H]1CCN(C)C1

# 2
Entry from the OMol25 dataset: an isolated molecule of C12H17N5OS3 in a non-equilibrium geometry (ωB97M-V/def2-TZVPD).

The geometry in XYZ format:
```
38
Properties=species:S:1:pos:R:3:nbo_charge:R:1
C -3.800 0.573 1.243 -0.62
C -4.525 -0.717 1.576 -0.52
H -4.517 -1.410 0.736 0.22
H -5.555 -0.517 1.871 0.22
S -3.804 -1.598 3.002 0.17
C -2.522 -2.627 2.182 -0.56
C -1.436 -1.813 1.612 0.30
N -1.212 -1.631 0.340 -0.29
N -0.153 -0.816 0.207 -0.34
C 0.254 -0.504 1.411 0.17
N -0.526 -1.108 2.354 -0.37
C -0.422 -1.015 3.781 -0.42
H 0.052 -1.910 4.189 0.21
H 0.184 -0.145 4.032 0.23
H -1.418 -0.908 4.212 0.23
S 1.582 0.540 1.817 0.29
C 2.106 0.898 0.113 -0.63
C 2.947 2.141 0.126 0.69
O 3.240 2.757 1.121 -0.57
N 3.395 2.570 -1.105 -0.62
C 3.160 2.026 -2.337 0.26
N 2.501 0.953 -2.579 -0.50
C 2.428 0.678 -3.912 0.16
C 3.062 1.577 -4.708 -0.46
S 3.789 2.835 -3.772 0.35
H 3.149 1.584 -5.775 0.24
C 1.695 -0.539 -4.352 -0.63
H 2.272 -1.428 -4.104 0.23
H 0.747 -0.602 -3.822 0.24
H 1.520 -0.515 -5.424 0.22
H 3.956 3.414 -1.080 0.42
H 2.670 0.050 -0.275 0.27
H 1.213 1.010 -0.501 0.30
H -3.001 -3.204 1.393 0.25
H -2.155 -3.290 2.965 0.24
H -4.350 1.111 0.473 0.21
H -3.724 1.206 2.124 0.21
H -2.802 0.371 0.865 0.22
```

Calculated values
Highest occupied orbital energy (eV): -8.267
Max |F| (eV/Å): 1.3
Net charge: 0
Lowest unoccupied orbital energy (eV): 0.6
Relative energy (zero: lowest compared OMol25 entry of this formula, charge and spin) (eV): 0.000
SMILES string: CCSCc1nnc(SCC(=O)Nc2nc(C)cs2)n1C

# 3
Entry from the OMol25 dataset: a structure of composition C41H40AsClN8O4RuS2 in a non-equilibrium geometry (ωB97M-V/def2-TZVPD).

The geometry in XYZ format:
```
98
Properties=species:S:1:pos:R:3:mulliken_charge:R:1
Ru -0.940 2.222 -0.401 -0.03
Cl -5.327 7.419 -2.078 -0.28
C -4.470 5.900 -2.094 0.34
C -3.800 5.512 -3.265 -0.75
C -3.121 4.326 -3.302 -0.47
C -3.052 3.460 -2.170 0.32
O -2.429 2.345 -2.235 -0.44
C -3.726 3.906 -0.973 1.02
C -3.648 3.153 0.221 -0.04
N -2.859 2.111 0.344 0.56
C -2.967 1.147 1.325 0.67
C -3.973 1.117 2.297 -1.09
C -3.979 0.109 3.240 -1.07
C -3.066 -0.919 3.149 -1.52
C -2.134 -1.026 2.088 2.50
C -1.497 -2.271 1.959 -1.81
C -0.945 -2.878 0.739 -0.04
C -0.362 -1.889 -0.324 0.29
N -0.996 0.391 0.315 1.42
C -1.999 0.122 1.228 -0.42
C -4.441 5.120 -0.975 -1.30
H -3.819 6.168 -4.126 0.39
H -2.581 4.025 -4.191 0.39
H -4.272 3.465 1.059 0.17
H -4.724 1.894 2.332 0.35
H -4.721 0.109 4.029 0.40
H -3.104 -1.730 3.867 0.41
H -1.654 -2.968 2.776 0.13
H -0.271 -3.696 0.996 0.78
H 0.505 -2.356 -0.792 0.36
H -4.926 5.442 -0.063 0.39
O -1.805 5.511 0.988 -0.69
S -0.630 4.915 0.406 1.35
O 0.533 5.801 0.351 -0.86
O -0.862 4.314 -0.944 -0.56
S -0.113 3.301 1.555 -0.41
N 2.141 4.533 -1.800 -0.78
N 1.343 3.512 -2.229 0.85
N 0.830 3.463 -3.438 -1.12
C 0.178 2.315 -3.418 -0.60
N 0.318 1.674 -2.251 0.54
N 1.064 2.465 -1.486 -0.06
H 2.165 5.213 -2.548 0.35
H 1.724 4.980 -0.962 0.35
H -0.378 1.924 -4.249 0.52
C 5.961 -2.758 -3.477 -1.65
C 4.919 -2.082 -2.628 0.74
C 5.246 -1.465 -1.429 -1.04
C 4.279 -0.881 -0.624 0.30
C 4.733 -0.207 0.649 -1.69
C 2.917 -0.923 -0.992 -0.46
As 1.747 -0.047 0.377 1.68
N 0.007 -0.556 0.049 0.56
C -1.647 -2.055 -1.090 -1.23
C -2.524 -1.191 -1.664 -0.30
C -3.896 -1.512 -1.607 -1.01
C -4.350 -2.546 -0.750 -0.26
C -3.503 -3.372 -0.078 -1.07
C -2.043 -3.291 -0.346 0.21
C 1.959 -1.395 1.894 0.83
C 2.194 -2.777 1.846 0.46
C 2.733 -3.519 0.646 -1.88
C 1.998 -3.557 2.988 -0.79
C 1.583 -3.018 4.191 0.68
C 1.316 -3.883 5.392 -1.63
C 1.413 -1.642 4.253 -0.93
C 1.599 -0.835 3.141 0.37
C 1.418 0.648 3.324 -1.69
C 2.590 -1.470 -2.244 1.96
C 1.202 -1.526 -2.836 -1.13
C 3.593 -2.046 -3.023 -0.92
H 6.947 -2.680 -3.021 0.35
H 6.001 -2.308 -4.471 0.35
H 5.723 -3.816 -3.602 0.33
H 6.282 -1.442 -1.109 0.28
H 5.820 -0.168 0.694 0.47
H 4.365 -0.745 1.526 0.29
H 4.339 0.811 0.705 0.32
H -2.207 -0.242 -2.085 0.25
H -4.615 -0.874 -2.104 0.43
H -5.419 -2.656 -0.603 0.38
H -3.878 -4.119 0.612 0.39
H -1.698 -4.219 -0.831 0.40
H 2.458 -3.061 -0.295 0.11
H 2.386 -4.554 0.650 0.47
H 3.826 -3.534 0.687 0.42
H 2.177 -4.626 2.925 0.34
H 1.688 -4.896 5.239 0.38
H 0.243 -3.938 5.589 0.29
H 1.792 -3.471 6.284 0.36
H 1.121 -1.184 5.193 0.37
H 1.304 0.896 4.378 0.46
H 0.530 1.008 2.802 -0.12
H 2.268 1.201 2.922 0.33
H 0.494 -0.926 -2.284 -0.81
H 0.845 -2.559 -2.878 0.40
H 1.233 -1.152 -3.861 0.72
H 3.315 -2.490 -3.975 0.43
```

Calculated values
Highest occupied orbital energy (spin up / spin down) (eV): -3.739 / -4.816
Max |F| (eV/Å): 2.1
2S+1: 6
Net charge: -1
Lowest unoccupied orbital energy (spin up / spin down) (eV): 2.3 / 1.4
Relative energy (zero: lowest compared OMol25 entry of this formula, charge and spin) (eV): 2.991

# 4
Entry from the OMol25 dataset: a cluster of 2 separate species, C3H6N2O2S in total in a non-equilibrium geometry (ωB97M-V/def2-TZVPD).

The geometry in XYZ format:
```
14
Properties=species:S:1:pos:R:3:nbo_charge:R:1
C 0.218 2.359 2.608 0.01
C 0.384 -0.524 -1.107 -0.64
C -0.488 0.378 -0.227 -0.25
N 1.030 2.534 1.828 0.20
N -0.570 0.212 1.198 -0.72
O -0.097 -0.513 3.549 -0.88
O 1.828 2.547 0.937 -0.45
S 0.188 -0.760 2.135 1.39
H -0.501 2.314 3.269 0.24
H 0.097 -0.047 -2.060 0.22
H 1.411 -0.614 -0.871 0.22
H 0.091 -1.536 -1.194 0.21
H -0.114 1.366 -0.324 0.23
H -1.518 0.558 -0.573 0.22
```

Calculated values
Highest occupied orbital energy (eV): -9.599
Max |F| (eV/Å): 4.3
Net charge: 0
Lowest unoccupied orbital energy (eV): -0.5
Relative energy (zero: lowest compared OMol25 entry of this formula, charge and spin) (eV): 6.067

- Number 2 is which compound?
  C12H17N5OS3

- Which formula does entry 3 have?
  C41H40AsClN8O4RuS2